# 1
C43H42N5P2SW as an isolated structure. Source: the OMol25 dataset; level of theory: ωB97M-V/def2-TZVPD.

Each line ends with the Mulliken charge.
Cartesian coordinates (Å):
W  1.905  0.950  0.391  1.331
C  2.867  4.134  0.209  -1.579
C  2.666  3.003  1.172  0.682
C  1.416  2.830  1.840  -0.630
C  1.442  2.080  3.068  -0.542
C  2.417  1.159  3.283  -0.224
C  3.498  1.045  2.340  -1.259
C  3.716  2.099  1.465  -0.358
H  3.598  3.876  -0.555  0.386
H  3.228  5.006  0.757  0.343
H  1.927  4.403  -0.274  0.360
H  0.630  3.551  1.667  0.684
H  0.625  2.183  3.766  0.780
H  2.388  0.500  4.141  0.587
H  4.250  0.277  2.457  0.480
H  4.631  2.145  0.889  0.387
C  -3.622  -4.677  0.699  -0.674
S  -4.675  -3.470  1.527  -0.075
C  -3.572  -2.040  1.560  0.090
C  -3.402  -1.359  0.205  -0.950
C  -2.726  0.006  0.275  -0.665
N  -1.252  0.055  0.376  1.250
P  -0.251  0.621  -0.859  0.071
C  -0.469  -0.530  -2.238  0.900
C  -1.551  -0.429  -3.115  -0.163
C  -1.780  -1.426  -4.050  -0.835
C  -0.941  -2.533  -4.110  -0.879
C  0.132  -2.645  -3.238  -0.784
C  0.367  -1.643  -2.308  0.406
C  -0.932  2.188  -1.455  1.021
C  -1.578  3.051  -0.572  -0.714
C  -1.995  4.304  -0.994  -0.785
C  -1.760  4.707  -2.303  -0.813
C  -1.117  3.853  -3.187  -0.795
C  -0.708  2.595  -2.769  -0.927
P  -0.197  -0.266  1.666  -0.645
C  0.105  -2.042  1.821  1.082
C  -0.258  -2.951  0.835  0.187
C  0.124  -4.282  0.938  -1.032
C  0.873  -4.710  2.023  -0.863
C  1.260  -3.802  3.000  -0.847
C  0.890  -2.471  2.893  -1.109
C  -1.194  0.177  3.124  1.801
C  -1.520  -0.717  4.139  -0.925
C  -2.329  -0.314  5.193  -0.738
C  -2.829  0.978  5.239  -0.913
C  -2.519  1.876  4.225  -0.803
C  -1.705  1.476  3.179  -0.770
H  -4.206  -5.591  0.614  0.430
H  -2.731  -4.883  1.290  0.124
H  -3.342  -4.353  -0.303  0.226
H  -2.617  -2.340  1.991  -0.370
H  -4.037  -1.343  2.262  0.256
H  -4.399  -1.193  -0.210  0.538
H  -2.881  -2.003  -0.507  0.190
H  -3.145  0.570  1.114  0.660
H  -2.976  0.565  -0.628  0.517
H  -2.212  0.429  -3.075  0.452
H  -2.617  -1.342  -4.730  0.497
H  -1.127  -3.311  -4.839  0.466
H  0.779  -3.513  -3.267  0.537
H  1.191  -1.733  -1.617  -0.774
H  -1.772  2.734  0.444  0.207
H  -2.510  4.962  -0.308  0.498
H  -2.087  5.684  -2.634  0.429
H  -0.942  4.161  -4.210  0.477
H  -0.216  1.930  -3.469  0.602
H  -0.826  -2.621  -0.025  0.345
H  -0.139  -4.981  0.155  0.629
H  1.177  -5.746  2.092  0.433
H  1.861  -4.129  3.838  0.438
H  1.212  -1.764  3.651  0.447
H  -1.167  -1.739  4.104  0.366
H  -2.579  -1.020  5.974  0.477
H  -3.465  1.286  6.059  0.428
H  -2.913  2.883  4.249  0.472
H  -1.461  2.182  2.392  0.361
N  2.465  1.444  -1.189  0.154
C  2.731  1.522  -2.557  0.277
C  3.164  0.377  -3.231  0.095
C  3.434  0.437  -4.586  -0.757
C  3.287  1.634  -5.277  -0.554
C  2.875  2.776  -4.603  -0.754
C  2.599  2.726  -3.247  -0.084
H  3.286  -0.545  -2.678  0.326
H  3.764  -0.452  -5.105  0.459
H  3.502  1.678  -6.336  0.422
H  2.771  3.711  -5.137  0.439
H  2.270  3.608  -2.713  0.439
N  2.512  -1.012  0.191  -0.197
C  2.910  -2.109  0.080  0.809
N  3.374  -3.275  -0.016  -0.895
C  2.802  -4.163  -0.823  0.566
N  2.328  -4.960  -1.511  -0.631

Calculated values
* largest force on an atom: 0.78 eV Å⁻¹
* relative energy (zero: lowest compared OMol25 entry of this formula, charge and spin): 7.1 kcal/mol
* LUMO level: -3.4 eV
* net charge: +1
* molar mass: 906.7 g mol⁻¹
* HOMO level: -10.34 eV
* frontier orbital gap: 6.89 eV

=====

# 2
C43H43CuF3GeN5O5Sb as an isolated structure. Source: the OMol25 dataset; level of theory: ωB97M-V/def2-TZVPD.

Each line ends with the Mulliken charge.
Cartesian coordinates (Å):
Cu  0.102  0.121  -0.325  0.829
N  -1.158  2.041  0.487  0.197
N  -0.227  3.073  0.621  -0.153
C  1.072  2.813  0.352  0.222
N  1.944  3.820  0.373  -0.276
N  1.410  1.523  0.383  0.237
N  2.633  1.072  0.136  0.823
O  2.686  -0.121  -0.094  -0.635
O  3.602  1.807  0.163  -0.811
H  -1.730  2.120  -0.352  -0.843
H  -1.732  1.955  1.321  0.287
H  -0.541  4.023  0.445  0.215
H  1.624  4.748  0.157  0.216
H  2.906  3.572  0.153  0.263
C  1.110  -3.666  -0.367  -1.641
C  0.081  -2.674  -0.927  0.757
C  0.589  -2.106  -2.255  -1.423
O  -0.179  -1.679  0.020  0.787
H  1.366  -4.418  -1.108  0.521
H  0.705  -4.153  0.519  0.256
H  2.002  -3.111  -0.083  0.273
H  -0.863  -3.223  -1.120  0.243
H  1.471  -1.490  -2.074  0.132
H  -0.173  -1.488  -2.726  0.034
H  0.850  -2.915  -2.934  0.591
F  1.843  -3.438  8.556  -0.339
C  1.556  -3.061  7.292  0.295
C  1.358  -1.721  7.019  -0.777
C  1.074  -1.341  5.718  0.077
C  0.985  -2.284  4.708  0.067
C  1.191  -3.620  5.011  -0.483
C  1.470  -4.024  6.303  -0.670
Sb  0.465  -1.858  2.577  1.016
C  -0.163  0.150  3.099  0.973
C  0.802  1.067  3.493  -1.189
C  0.450  2.327  3.944  -0.610
C  -0.889  2.669  3.975  0.123
F  -1.235  3.915  4.367  -0.407
C  -1.874  1.785  3.573  -0.157
C  -1.496  0.523  3.134  -1.084
C  -1.467  -2.774  2.969  0.258
C  -2.120  -2.493  4.160  -0.211
C  -3.305  -3.129  4.488  -0.747
C  -3.836  -4.045  3.597  0.220
F  -5.000  -4.663  3.898  -0.363
C  -3.209  -4.342  2.402  -0.451
C  -2.020  -3.698  2.098  -0.449
H  1.424  -0.994  7.813  0.462
H  0.908  -0.296  5.504  0.310
H  1.117  -4.360  4.225  0.319
H  1.622  -5.062  6.549  0.442
H  1.847  0.796  3.444  0.476
H  1.189  3.039  4.277  0.528
H  -2.913  2.075  3.603  0.527
H  -2.255  -0.159  2.784  0.192
H  -1.696  -1.771  4.847  0.441
H  -3.809  -2.925  5.420  0.455
H  -3.649  -5.063  1.729  0.483
H  -1.532  -3.900  1.156  0.056
O  0.744  2.772  -1.921  -0.606
C  -0.019  1.977  -2.477  0.049
O  -0.494  0.910  -1.986  0.246
C  -0.500  2.271  -3.897  -1.079
C  -1.605  1.327  -4.328  -1.148
Ge  -3.283  1.500  -3.227  0.917
C  -3.675  0.640  -1.471  -0.348
C  -4.845  1.045  -0.833  -0.439
C  -5.245  0.474  0.361  -1.127
C  -4.465  -0.508  0.950  -0.092
C  -3.324  -0.949  0.305  -0.348
C  -2.943  -0.388  -0.903  -0.152
C  -3.572  3.452  -2.944  -0.072
C  -3.833  4.298  -4.016  -0.202
C  -4.000  5.659  -3.830  -0.807
C  -3.881  6.205  -2.563  -0.520
C  -3.599  5.382  -1.486  -0.934
C  -3.457  4.020  -1.682  0.576
C  -4.698  0.694  -4.375  0.126
C  -5.803  1.365  -4.877  -0.174
C  -6.752  0.700  -5.636  -0.682
C  -6.608  -0.651  -5.898  -0.498
C  -5.513  -1.336  -5.400  -0.699
C  -4.570  -0.663  -4.649  -0.595
H  0.379  2.179  -4.540  0.530
H  -0.830  3.311  -3.933  0.308
H  -1.246  0.302  -4.290  0.548
H  -1.879  1.529  -5.365  0.569
H  -5.455  1.815  -1.289  0.475
H  -6.163  0.794  0.837  0.415
H  -4.756  -0.936  1.901  0.534
H  -2.715  -1.727  0.737  0.600
H  -2.056  -0.748  -1.394  -0.112
H  -3.914  3.882  -5.012  0.474
H  -4.229  6.299  -4.671  0.411
H  -4.008  7.267  -2.413  0.387
H  -3.504  5.802  -0.493  0.454
H  -3.277  3.377  -0.829  0.247
H  -5.929  2.418  -4.664  0.365
H  -7.610  1.237  -6.016  0.408
H  -7.349  -1.170  -6.488  0.379
H  -5.400  -2.394  -5.591  0.407
H  -3.718  -1.200  -4.250  0.319

Calculated values
* largest force on an atom: 1.78 eV Å⁻¹
* relative energy (zero: lowest compared OMol25 entry of this formula, charge and spin): 32.8 kcal/mol
* 2S+1: 2
* LUMO level (spin up / spin down): 0.0 / -1.4 eV
* molar mass: 1024.8 g mol⁻¹
* HOMO level (spin up / spin down): -7.96 / -7.90 eV
* frontier orbital gap (spin up / spin down): 7.96 / 6.46 eV

=====

# 3
C43H44Br2ClN6O3P2SSm as an isolated structure. Source: the OMol25 dataset; level of theory: ωB97M-V/def2-TZVPD.

Each line ends with the Mulliken charge.
Cartesian coordinates (Å):
Sm  -3.465  -12.107  -13.782  1.058
Br  -9.010  -13.328  -17.919  -0.104
C  -7.190  -13.145  -17.278  -0.556
C  -6.651  -14.204  -16.497  -0.820
C  -5.466  -14.058  -15.875  -0.540
N  -4.806  -12.888  -15.905  0.349
C  -5.198  -11.931  -16.792  0.899
C  -6.440  -11.989  -17.450  -0.788
C  -4.360  -10.789  -17.034  0.557
C  -4.540  -9.996  -18.191  -0.962
C  -3.838  -8.808  -18.327  -0.255
Br  -4.243  -7.702  -19.891  -0.118
C  -2.869  -8.469  -17.390  -0.675
C  -2.748  -9.340  -16.271  -0.403
N  -3.453  -10.459  -16.110  0.516
H  -7.253  -15.075  -16.281  0.539
H  -5.050  -14.785  -15.196  0.801
H  -6.795  -11.173  -18.080  0.584
H  -5.278  -10.275  -18.990  0.528
H  -2.254  -7.487  -17.442  0.348
H  -2.004  -9.073  -15.479  0.442
C  0.104  -19.187  -12.318  -1.450
P  -0.067  -17.666  -13.367  0.724
C  1.293  -16.646  -12.864  -1.208
C  0.537  -18.276  -14.955  -0.217
C  1.709  -19.069  -14.954  -0.362
C  2.262  -19.466  -16.203  -1.001
C  1.586  -19.082  -17.369  -0.502
C  0.386  -18.380  -17.394  -0.809
C  -0.137  -17.993  -16.108  0.518
P  -1.824  -17.176  -15.834  1.120
C  -2.720  -18.763  -15.550  -1.307
C  -2.449  -16.871  -17.545  -1.343
H  -0.675  -19.933  -12.592  0.302
H  -0.121  -18.969  -11.293  0.364
H  1.057  -19.644  -12.392  0.469
H  1.992  -17.099  -12.158  0.448
H  0.858  -15.753  -12.394  0.193
H  1.743  -16.239  -13.768  0.405
H  2.122  -19.239  -13.960  0.279
H  3.129  -20.026  -16.292  0.507
H  2.137  -19.246  -18.285  0.365
H  -0.098  -18.041  -18.304  0.348
H  -3.767  -18.501  -15.677  0.455
H  -2.515  -19.101  -14.519  0.281
H  -2.338  -19.506  -16.267  0.383
H  -2.189  -17.612  -18.297  0.406
H  -2.032  -15.844  -17.782  0.283
H  -3.531  -16.816  -17.603  0.363
C  -8.374  -18.921  -12.598  -1.244
C  -7.544  -17.636  -12.357  0.873
C  -8.249  -16.394  -12.196  -0.948
C  -7.503  -15.216  -12.051  -0.955
C  -6.099  -15.309  -12.190  0.532
C  -5.444  -16.489  -12.396  0.570
C  -6.155  -17.673  -12.574  -1.169
S  -5.171  -13.858  -11.858  1.169
O  -5.625  -12.841  -12.866  -0.511
O  -5.376  -13.594  -10.420  -0.682
N  -3.558  -13.956  -12.272  0.653
C  -2.555  -14.405  -11.470  -0.174
C  -2.125  -15.720  -11.138  -0.077
C  -1.215  -15.923  -10.104  -1.040
C  -0.624  -14.861  -9.379  -0.857
C  -0.823  -13.554  -9.791  0.455
C  -0.169  -12.407  -9.354  -0.612
C  -0.268  -11.221  -10.074  -1.006
C  -1.118  -11.117  -11.186  -0.122
N  -1.929  -12.122  -11.550  0.125
C  -1.766  -13.334  -10.896  0.350
H  -8.078  -19.479  -13.491  0.360
H  -9.398  -18.522  -12.787  0.340
H  -8.322  -19.574  -11.708  0.293
H  -9.366  -16.367  -12.152  0.319
H  -8.016  -14.239  -11.970  0.382
H  -4.332  -16.498  -12.538  -0.172
H  -5.701  -18.581  -12.922  0.499
H  -2.488  -16.554  -11.701  0.527
H  -0.834  -16.903  -9.922  0.396
H  -0.080  -15.064  -8.439  0.430
H  0.407  -12.460  -8.455  0.507
H  0.468  -10.417  -9.814  0.350
H  -1.327  -10.205  -11.724  0.515
Cl  2.328  -13.133  -13.917  -0.147
C  0.944  -13.065  -14.886  0.366
C  1.114  -12.483  -16.226  -0.546
C  -0.051  -12.287  -16.955  -1.114
C  -1.279  -12.459  -16.399  -0.211
N  -1.440  -12.817  -15.077  0.375
C  -0.315  -13.255  -14.373  0.066
H  2.139  -12.306  -16.543  0.507
H  -0.024  -11.905  -17.949  0.556
H  -2.151  -12.409  -17.030  0.599
H  -0.395  -13.810  -13.417  -0.101
C  -4.670  -7.932  -12.225  -1.183
C  -5.064  -9.288  -12.715  0.726
N  -6.376  -9.557  -12.903  -0.347
O  -4.132  -10.086  -13.086  -0.457
H  -4.102  -7.407  -13.051  0.246
H  -3.919  -7.970  -11.416  0.277
H  -5.505  -7.302  -11.911  0.435
H  -7.109  -9.091  -12.382  0.299
H  -6.634  -10.534  -13.067  0.165

Calculated values
* largest force on an atom: 4.13 eV Å⁻¹
* relative energy (zero: lowest compared OMol25 entry of this formula, charge and spin): 30.0 kcal/mol
* 2S+1: 6
* LUMO level (spin up / spin down): -5.7 / -5.7 eV
* net charge: +2
* molar mass: 1132.5 g mol⁻¹
* HOMO level (spin up / spin down): -11.36 / -11.36 eV
* frontier orbital gap (spin up / spin down): 5.62 / 5.62 eV